a | Entry from the Open Molecules 2025 dataset: a 2-piece molecular cluster, C4H9N2O overall (ωB97M-V/def2-TZVPD).

Calculated values
net charge	+1
HOMO-LUMO gap	0.35331	Eh

Positions of all 16 atoms, in Å:
C  1.30690  -1.67753  0.99826
C  -1.44329  -0.49681  0.37766
C  -0.24532  0.03521  0.40406
C  -2.68383  0.23523  0.20491
N  1.00285  -0.61272  0.54768
N  2.23929  0.97031  -1.05292
O  1.85497  -2.66802  1.26690
H  -1.39473  -1.60277  0.47015
H  -0.12266  1.15092  0.49836
H  -2.53162  1.39293  0.04270
H  -3.44107  0.05434  0.99447
H  -3.26153  -0.33458  -0.64244
H  1.74485  0.27867  -0.29530
H  3.29567  1.05354  -0.88901
H  1.55809  1.74434  -0.98723
H  2.12142  0.47693  -1.93824

b | Entry from the Open Molecules 2025 dataset: a 2-piece molecular cluster, C4H9N2O overall (ωB97M-V/def2-TZVPD).

Calculated values
net charge	+1
HOMO-LUMO gap (alpha / beta)	0.43824 / 0.20967	Eh

Positions of all 16 atoms, in Å:
C  -0.56517  -1.19861  0.40805
C  0.20420  0.02879  0.14138
C  0.19668  1.07479  1.19796
C  0.65939  0.38160  -1.30576
N  -3.05436  0.27972  -1.48547
N  0.87279  -1.16198  0.65244
O  -3.05481  0.43374  -0.38053
H  -0.97901  -2.05136  -0.25565
H  -0.83428  1.41031  1.43468
H  0.86821  1.83401  0.84396
H  0.56133  0.64149  2.14392
H  1.17580  -0.52378  -1.70993
H  1.50147  1.01868  -1.37275
H  -0.07145  0.88093  -2.00280
H  1.14311  -1.32985  1.64554
H  1.37612  -1.71849  0.04497

c | Entry from the Open Molecules 2025 dataset: an isolated ion of composition C4H9N2O and charge +1 (ωB97M-V/def2-TZVPD).

Calculated values
net charge	+1
HOMO-LUMO gap	0.38079	Eh
SMILES	CC1=[NH+]CON1C

Positions of all 16 atoms, in Å:
C  0.20883  0.50762  -0.00674
C  -2.02732  0.38878  -0.38764
C  1.61909  1.00967  0.31871
C  0.68680  -1.92794  0.14989
N  -0.12107  -0.72938  0.21851
N  -0.84622  1.27160  -0.36302
O  -1.54208  -0.89529  -0.16059
H  -2.85700  0.60199  0.40922
H  -2.64625  0.46493  -1.35253
H  1.61279  2.07036  0.14101
H  2.47714  0.78264  -0.30662
H  1.87912  0.63508  1.28696
H  1.49289  -1.84976  0.75452
H  0.06519  -2.67720  0.61191
H  0.92524  -1.94310  -0.89569
H  -0.92715  2.29002  -0.41789

Least stable = b

a | Entry from the Open Molecules 2025 dataset: a 2-piece molecular cluster, C4H9N2O overall (ωB97M-V/def2-TZVPD).

Calculated values
net charge	+1
HOMO-LUMO gap	0.36150	Eh

Positions of all 16 atoms, in Å:
C  1.52340  1.22035  -0.04357
C  1.39201  -0.10590  0.18700
C  0.22650  1.82720  0.15791
C  2.22047  -1.27303  0.04917
N  -0.63697  0.87643  0.40584
N  -2.90692  -0.35950  -0.19303
O  0.06373  -0.26620  0.38781
H  2.50385  1.68509  -0.02499
H  -0.25704  2.80113  -0.05632
H  1.88585  -1.82812  -0.78579
H  2.07388  -1.96078  0.90188
H  3.27769  -1.00724  -0.21871
H  -2.39096  0.51194  -0.38910
H  -2.58666  -0.73255  0.70503
H  -2.46942  -1.05947  -0.79327
H  -3.91941  -0.32934  -0.28986

b | Entry from the Open Molecules 2025 dataset: a 2-piece molecular cluster, C4H9N2O overall (ωB97M-V/def2-TZVPD).

Calculated values
net charge	+1
HOMO-LUMO gap	0.39974	Eh

Positions of all 16 atoms, in Å:
C  -0.78065  -0.81912  -1.24137
C  1.85989  -0.15621  -0.98651
C  -0.21033  1.34979  0.96211
C  0.63351  -0.71155  -0.95589
N  -0.06409  -1.56876  -0.14184
N  0.16756  1.27891  2.17325
O  -1.53603  1.14404  0.39262
H  -1.37346  0.02024  -0.93479
H  -1.19551  -1.23676  -2.10157
H  2.80098  -0.27514  -0.39538
H  2.01826  0.60090  -1.84345
H  0.35758  2.03840  0.40776
H  0.07055  -2.55591  -0.31247
H  -0.22070  -1.47602  0.81536
H  -0.59915  1.09171  2.89193
H  -1.92841  1.27548  1.27025

Least stable = b